[1]
Entry from the Open Molecules 2025 dataset: C26H69F6N6O12S2Sr as an isolated structure in a non-equilibrium geometry (ωB97M-V with the def2-TZVPD basis set).

Results
- Frontier orbital gap: 7.14 eV
- E: -100395.046 eV
- E_HOMO: -10.50 eV
- Charge: +1

Last column: Mulliken charge in e.
Cartesian coordinates (Å):
Sr1 -3.1500 -0.2156 -1.8848  1.898
C1 1.2308 0.8679 -1.1925  0.472
F1 2.1420 1.8280 -0.9394  -0.199
F2 1.2450 0.6242 -2.4969  -0.266
F3 1.5504 -0.1945 -0.5377  -0.105
S1 -0.3835 1.6242 -0.6333  -0.438
O1 -0.1414 2.4736 0.4392  -0.275
O2 -0.8627 2.2406 -1.8413  -0.364
N1 -1.3927 0.3538 -0.3208  0.447
S2 -1.1942 0.0012 1.2706  0.476
O3 0.1346 0.0372 1.7403  -0.451
O4 -2.2035 0.6181 2.0628  -0.512
C2 -1.6225 -1.7661 1.2540  0.350
F4 -0.5908 -2.4453 0.7748  -0.198
F5 -1.8433 -2.1499 2.4651  -0.181
F6 -2.7299 -2.0152 0.5204  -0.117
C3 -3.7359 2.5485 4.2695  -0.173
O5 -4.8258 1.9650 4.9956  -0.544
H1 -2.8035 1.9858 4.4256  0.212
H2 -3.9850 2.5100 3.2218  -0.164
H3 -3.5324 3.5667 4.6272  0.368
H4 -4.6017 1.9040 5.9224  0.295
C4 2.6437 2.7367 -4.9844  -0.304
O6 2.6251 2.1483 -6.3001  -0.534
H5 2.8071 1.9056 -4.2746  0.006
H6 3.5449 3.3501 -4.8576  0.371
H7 1.7498 3.2654 -4.6779  0.177
H8 3.0425 1.2919 -6.2583  0.315
C5 0.1073 5.5371 -1.5922  -1.137
C6 -1.3671 5.2848 -1.1695  0.500
O7 -2.0073 6.5297 -0.7119  -0.580
H9 0.6759 4.6325 -1.7656  0.173
H10 0.5811 6.0692 -0.7492  0.372
H11 0.1681 6.2823 -2.3910  0.344
H12 -1.3403 4.5376 -0.3748  -0.047
H13 -1.9116 4.8674 -2.0444  0.128
H14 -2.5374 6.9092 -1.4122  0.326
C7 -1.7262 -5.7395 0.5946  -1.354
C8 -2.4628 -5.8454 -0.7287  1.166
C9 -2.4896 -7.2544 -1.2045  -0.955
O8 -1.1730 -7.6587 -1.4620  -0.295
C10 -1.0896 -9.0133 -1.9106  -0.746
N2 -3.8794 -5.3867 -0.5703  -0.737
H15 -2.0151 -4.8534 1.1275  0.317
H16 -0.6499 -5.6508 0.4067  0.331
H17 -1.8791 -6.6393 1.1863  0.318
H18 -1.9214 -5.2356 -1.4801  -0.228
H19 -3.0909 -7.3535 -2.1339  0.381
H20 -2.9567 -7.9226 -0.4598  0.420
H21 -1.5290 -9.1322 -2.9132  0.300
H22 -1.5349 -9.7262 -1.1992  0.313
H23 -0.0301 -9.2876 -1.9724  0.248
H24 -4.4024 -5.7179 -1.3988  0.306
H25 -4.0121 -4.3648 -0.6833  0.178
C11 6.3181 3.2179 3.9790  -1.282
C12 5.2839 4.2949 4.3118  0.573
C13 3.8173 3.8733 4.2282  -0.720
O9 3.4902 3.8963 2.8566  -0.346
C14 2.2380 3.3413 2.4722  -0.592
N3 5.5708 4.7157 5.6976  -0.753
H26 6.3585 2.4415 4.7300  0.342
H27 7.3052 3.6947 3.9062  0.394
H28 6.1857 2.8614 2.9439  0.226
H29 5.3718 5.1821 3.6724  0.219
H30 3.2385 4.6703 4.7500  0.307
H31 3.6000 2.9212 4.7473  0.338
H32 2.2277 2.2766 2.7232  0.219
H33 2.1619 3.4804 1.4038  0.206
H34 1.4275 3.8872 2.9689  0.329
H35 6.3423 5.3918 5.6780  0.281
H36 4.8007 5.3116 6.0564  0.252
C15 -4.8600 3.5383 0.1603  -1.586
C16 -4.3265 2.1603 -0.2095  1.339
C17 -5.3549 1.1489 0.2131  -0.972
O10 -4.9404 -0.2026 -0.1174  -0.103
C18 -5.7379 -1.1645 0.5456  -0.912
N4 -4.0527 2.1376 -1.6961  -0.326
H37 -5.8064 3.7266 -0.3574  0.444
H38 -4.1615 4.3005 -0.1953  0.287
H39 -4.9729 3.6711 1.2358  0.367
H40 -3.3696 2.0744 0.3040  -0.389
H41 -6.3616 1.3246 -0.2142  0.518
H42 -5.4952 1.3020 1.2947  0.432
H43 -5.4247 -1.2384 1.6022  0.305
H44 -5.4991 -2.1644 0.1647  0.187
H45 -6.7931 -0.9304 0.4658  0.384
H46 -3.4066 2.8906 -1.9315  -0.011
H47 -4.9470 2.3019 -2.1678  0.253
C19 5.7678 -3.9788 0.9705  -1.371
C20 5.7412 -3.7606 2.4430  0.529
C21 5.0682 -2.4486 2.8216  -0.448
O11 5.6200 -1.3312 2.0842  -0.355
C22 5.2248 -0.0603 2.5759  -0.626
N5 5.0678 -4.8938 3.0603  -0.740
H48 6.3383 -4.9096 0.7974  0.372
H49 6.3422 -3.2373 0.4097  0.343
H50 4.8016 -4.1478 0.4841  0.246
H51 6.7749 -3.7412 2.7848  0.274
H52 5.1702 -2.2899 3.9254  0.297
H53 3.9636 -2.5144 2.7069  0.133
H54 5.6828 0.2002 3.5315  0.306
H55 4.1277 -0.0131 2.6654  0.228
H56 5.5291 0.6424 1.8022  0.261
H57 4.0952 -4.8907 2.7653  0.253
H58 5.0572 -4.7574 4.0751  0.293
C23 -1.2230 0.4394 -6.3432  -1.516
C24 -1.8473 -0.0672 -5.0721  0.217
C25 -0.9017 -1.0375 -4.4603  -0.665
O12 -1.3853 -1.5642 -3.2014  -0.084
C26 -0.3594 -2.3589 -2.4584  -0.340
N6 -2.2077 1.0346 -4.1303  -0.102
H59 -1.8740 1.1866 -6.8151  0.412
H60 -1.1831 -0.3353 -7.1216  0.439
H61 -0.2262 0.8473 -6.1850  0.376
H62 -2.8120 -0.5536 -5.2743  0.205
H63 0.0718 -0.5316 -4.3062  0.145
H64 -0.6496 -1.8241 -5.1911  0.455
H65 -0.7533 -2.5888 -1.4679  -0.195
H66 0.5659 -1.7991 -2.3319  0.226
H67 -0.1679 -3.3117 -2.9619  0.396
H68 -1.4434 1.6947 -3.9194  -0.052
H69 -2.8483 1.6388 -4.6630  0.270

Cartesian forces (eV/Å) of the 6 atoms listed first:
Sr 0.2 -0.3 -0.8
C 0.5 2.0 0.5
F -0.2 -0.3 -0.3
F -0.3 -0.2 -0.2
F 0.3 -1.4 0.5
S -1.1 -1.4 -3.2

[2]
Entry from the Open Molecules 2025 dataset: one molecule with the formula C20H24N4 in a non-equilibrium geometry (ωB97M-V with the def2-TZVPD basis set).

Results
- Energy relative to the best compared isomer or geometry (same formula, charge and spin): 0.000 eV
- Frontier orbital gap: 7.92 eV
- E: -27090.695 eV
- SMILES: CC[C@H](C)Nc1c2c(nc3c(-c4ccccc4)c(C)nn13)CCC2
- E_HOMO: -7.23 eV

Last column: Mulliken charge in e.
Cartesian coordinates (Å):
C1 3.3092 3.1151 -1.3510  -1.325
C2 3.2097 1.6183 -1.0893  -0.300
H1 4.1228 1.1196 -1.4272  0.303
C3 2.9621 1.2922 0.3923  0.170
N1 2.6211 -0.1112 0.5493  -0.249
C4 1.4109 -0.6786 0.3195  -0.426
C5 1.2533 -2.0405 0.1319  1.041
C6 -0.0317 -2.5841 -0.0205  0.978
N2 -1.1383 -1.8893 -0.0114  -0.678
C7 -0.9957 -0.5740 0.1580  0.253
C8 -1.9414 0.4563 0.1992  -0.245
C9 -1.1828 1.6235 0.4099  0.745
N3 0.1160 1.3597 0.4890  -1.527
N4 0.2509 0.0388 0.3243  0.605
C10 -1.6451 3.0254 0.5953  -1.683
H2 -0.8803 3.5854 1.1283  0.384
H3 -2.5754 3.0472 1.1584  0.484
H4 -1.8089 3.5073 -0.3687  0.288
C11 -3.3822 0.2974 0.0773  0.608
C12 -4.1907 1.3048 -0.4473  -0.392
C13 -5.5594 1.1324 -0.5389  -0.659
C14 -6.1467 -0.0471 -0.1148  -0.384
C15 -5.3500 -1.0618 0.3907  -0.677
C16 -3.9828 -0.8942 0.4861  -0.415
H5 -3.3602 -1.6861 0.8713  0.407
H6 -5.8003 -1.9896 0.7143  0.371
H7 -7.2170 -0.1776 -0.1852  0.379
H8 -6.1717 1.9236 -0.9490  0.371
H9 -3.7470 2.2187 -0.8098  0.364
C17 0.0495 -4.0709 -0.1791  -0.774
H10 -0.2165 -4.5449 0.7689  0.249
H11 -0.6359 -4.4390 -0.9404  0.339
C18 1.5259 -4.3102 -0.5273  -0.807
H12 1.6459 -4.3041 -1.6117  0.309
H13 1.8895 -5.2651 -0.1517  0.350
C19 2.2950 -3.1199 0.0754  -0.950
H14 2.6539 -3.3569 1.0820  0.289
H15 3.1590 -2.8484 -0.5354  0.453
H16 3.3963 -0.7458 0.4169  0.395
H17 2.1023 1.8712 0.7387  0.326
C20 4.1795 1.5772 1.2636  -1.518
H18 4.4075 2.6382 1.2601  0.414
H19 5.0499 1.0336 0.8985  0.324
H20 3.9832 1.2721 2.2883  0.439
H21 2.3740 1.2164 -1.6675  0.354
H22 3.4001 3.3040 -2.4180  0.380
H23 2.4160 3.6166 -0.9870  0.299
H24 4.1764 3.5443 -0.8563  0.344

Cartesian forces (eV/Å) of the 6 atoms listed first:
C 0.0 -0.2 0.0
C -0.2 0.2 0.2
H 0.0 -0.1 0.0
C 0.3 0.5 -0.2
N -0.3 -0.2 0.1
C 0.2 -0.4 0.1

> Which of these has the lowest frontier orbital gap?

C26H69F6N6O12S2Sr

> Look up the E of the second one.

-27090.695 eV